[1]
Computed, not measured: C32H22ClIrN3O2S3 as an isolated structure, with the ωB97M-V functional and the def2-TZVPD basis.

Element x y z (Å)
1 Ir 0.65547 0.83844 -1.43720
2 Cl 3.11547 2.44864 5.16780
3 C 2.15118 2.17197 3.74545
4 C 1.47985 0.95944 3.58664
5 C 0.71645 0.75145 2.46160
6 C 0.59407 1.72756 1.45031
7 O -0.13382 1.44136 0.39427
8 C 1.26752 2.94458 1.63369
9 C 1.24239 4.04244 0.65357
10 O 0.67045 4.03853 -0.41096
11 C 2.04297 3.14792 2.78238
12 H 1.56751 0.19028 4.34279
13 H 0.20679 -0.19219 2.30602
14 H 1.81571 4.93582 0.98132
15 H 2.56162 4.09091 2.90758
16 S 1.14159 -1.38212 -0.74451
17 C 2.60128 -1.17660 0.19073
18 C 3.10357 -2.22021 0.95531
19 C 4.21641 -2.04686 1.77926
20 C 4.69738 -3.14742 2.54676
21 N 5.07616 -4.05108 3.15359
22 C 4.83806 -0.77119 1.85563
23 C 4.35815 0.25569 1.06053
24 C 3.25510 0.07264 0.23240
25 S 2.75074 1.36867 -0.80498
26 C 5.96549 -0.54351 2.70146
27 N 6.87338 -0.35812 3.38548
28 H 2.61092 -3.18343 0.92696
29 H 4.83663 1.22692 1.09751
30 C -2.39046 -2.07331 2.08780
31 C -3.62486 -2.30068 1.21171
32 C -4.84898 -1.75850 1.96060
33 C -3.78890 -3.81129 0.99205
34 C -3.49543 -1.60812 -0.14508
35 C -4.54247 -1.70496 -1.07431
36 C -4.46341 -1.10895 -2.32690
37 C -3.31717 -0.41188 -2.66034
38 S -2.92078 0.44012 -4.14656
39 C -1.36955 0.87406 -3.47751
40 N -1.19512 0.41588 -2.20526
41 C -2.26437 -0.30376 -1.74824
42 C -2.35949 -0.89339 -0.48867
43 C -0.31063 1.55515 -4.09793
44 C -0.36953 2.08761 -5.39635
45 C 0.72789 2.75599 -5.91208
46 C 1.87837 2.89847 -5.15060
47 C 1.94030 2.36407 -3.85755
48 C 0.87252 1.68719 -3.30244
49 H -2.52511 -2.58450 3.04371
50 H -2.22987 -1.01277 2.29170
51 H -1.48842 -2.47262 1.62018
52 H -4.93833 -2.24736 2.93392
53 H -5.77403 -1.93531 1.41069
54 H -4.75445 -0.68330 2.12299
55 H -3.88042 -4.32460 1.95274
56 H -2.92368 -4.21795 0.46552
57 H -4.67792 -4.03553 0.40088
58 H -5.43635 -2.26067 -0.82115
59 H -5.28280 -1.19487 -3.02945
60 H -1.53056 -0.76938 0.19132
61 H -1.26849 1.97440 -5.99174
62 H 0.68440 3.16793 -6.91308
63 H 2.73545 3.42337 -5.55323
64 H 2.85415 2.48892 -3.28872

Summary:
- ΔE to the lowest compared entry with this formula, charge and spin: 1.9 kJ/mol
- E: -3306.5360 a.u.
- Multiplicity: 5
- Lowest unoccupied orbital energy (spin up / spin down): 1.907 / 0.039 eV
- Charge: -1

---

[2]
Computed, not measured: C32H23BCl3IrN3O5S as an isolated structure, with the ωB97M-V functional and the def2-TZVPD basis.

Element x y z (Å)
1 Ir -0.82475 -1.71925 1.04776
2 O -1.87220 -3.64549 4.33658
3 C -1.64810 -3.30445 3.21016
4 O -1.04550 -2.14778 2.89891
5 C -2.00382 -4.09118 1.99382
6 C -2.59735 -5.35259 2.05696
7 C -2.85950 -5.99779 0.88484
8 C -2.53884 -5.39358 -0.34593
9 C -2.79731 -6.03442 -1.58241
10 C -2.47745 -5.42219 -2.75603
11 C -1.88507 -4.13854 -2.74730
12 C -1.62101 -3.49029 -1.57453
13 C -1.94291 -4.11109 -0.35140
14 N -1.70165 -3.49260 0.85225
15 H -2.81795 -5.76795 3.02988
16 H -3.31118 -6.98102 0.88682
17 H -3.25215 -7.01569 -1.57481
18 H -2.67460 -5.91399 -3.69737
19 H -1.63843 -3.66530 -3.68742
20 H -1.16377 -2.50974 -1.56954
21 Cl -2.74680 5.58549 4.32887
22 C -2.12641 5.10802 2.79385
23 C -1.30016 3.99426 2.69946
24 C -0.79281 3.63811 1.46282
25 C -1.09347 4.36467 0.31167
26 C -0.50052 3.96511 -1.02322
27 C -1.40190 2.98602 -1.77502
28 N -1.70556 1.81944 -0.95015
29 C -2.85980 1.64993 -0.22065
30 C -2.72450 0.49150 0.46558
31 N -1.49376 -0.05140 0.15149
32 C -0.90638 0.77406 -0.70938
33 O 0.77598 3.33793 -0.86851
34 C 1.77263 4.26294 -0.46691
35 C 2.90408 3.46939 0.11049
36 C 3.90594 2.83144 -0.68496
37 Cl 3.99879 2.92137 -2.33160
38 S 5.08698 1.97116 0.23145
39 C 4.29160 2.44662 1.65547
40 C 3.14222 3.24133 1.43720
41 C -1.94419 5.45846 0.44016
42 Cl -2.40780 6.37316 -0.96232
43 C -2.46060 5.84228 1.66763
44 H -1.06621 3.42270 3.58553
45 H -0.13850 2.77815 1.38162
46 H -0.40321 4.85305 -1.65884
47 H -0.94253 2.66198 -2.70799
48 H -2.34285 3.48554 -2.00187
49 H -3.66442 2.36020 -0.25210
50 H -3.40400 0.01796 1.15059
51 H 0.07287 0.64223 -1.13063
52 H 1.38514 4.94725 0.29275
53 H 2.11591 4.85320 -1.32405
54 H 4.68787 2.13793 2.61198
55 H 2.52885 3.63014 2.23513
56 H -3.11100 6.70084 1.74310
57 O 1.85319 -2.86237 0.54191
58 B 0.99730 -1.84008 0.19183
59 O 1.53038 -0.97584 -0.77271
60 C 2.78291 -1.53004 -1.04343
61 C 3.72518 -1.11065 -1.95221
62 C 4.90583 -1.85425 -2.00859
63 C 5.10600 -2.96213 -1.18936
64 C 4.13333 -3.38790 -0.28462
65 C 2.97810 -2.64442 -0.24425
66 H 3.54977 -0.26975 -2.60565
67 H 5.67724 -1.57154 -2.71097
68 H 6.03216 -3.51392 -1.26567
69 H 4.27071 -4.25466 0.34386

Summary:
- ΔE to the lowest compared entry with this formula, charge and spin: 119.0 kJ/mol
- E: -3681.1627 a.u.
- Multiplicity: 2
- Lowest unoccupied orbital energy (spin up / spin down): -6.566 / -9.514 eV
- Charge: +2